No. 1
Computed, not measured: a cluster of 2 separate species, C4H10S2 in total, with the ωB97M-V functional and the def2-TZVPD basis.

F_max, eV Å⁻¹: 2.87
Total charge: -1
2S+1: 2
E_HOMO (alpha / beta), eV: -0.018 / -3.842
Relative energy (zero: lowest compared OMol25 entry of this formula, charge and spin), eV: 0.877
E_tot, hartree: -954.7313
<S²>: 0.75

```
16
Properties=species:S:1:pos:R:3:nbo_charge:R:1
C 0.68053 -2.36364 2.76166 -0.750
S 0.13573 -1.35119 1.35729 -0.286
S 2.03464 -1.07680 0.30403 -0.627
H 0.73011 -3.42028 2.49526 0.190
H -0.02961 -2.24171 3.57642 0.198
H 1.65580 -2.01989 3.13502 0.195
H 2.54349 -0.03149 0.98146 0.091
C 0.17788 1.29781 -2.05494 -0.657
C -0.95928 1.28289 -1.09485 -0.142
C -2.20165 1.65329 -1.37317 -0.448
H 0.68757 0.34251 -2.04599 0.254
H -0.17417 1.51793 -3.05997 0.186
H 0.92993 2.04000 -1.80616 0.213
H -0.79368 0.78425 -0.15121 0.221
H -3.02363 1.42575 -0.71289 0.194
H -2.39368 2.16055 -2.31196 0.168
```


No. 2
Computed, not measured: the molecule C4H10S2, with the ωB97M-V functional and the def2-TZVPD basis.

F_max, eV Å⁻¹: 3.16
Total charge: 0
2S+1: 1
E_HOMO, eV: -8.639
Relative energy (zero: lowest compared OMol25 entry of this formula, charge and spin), eV: 0.809
E_tot, hartree: -954.7538

```
16
Properties=species:S:1:pos:R:3:nbo_charge:R:1
C 0.98974 -0.08660 2.53652 -0.615
C 0.49675 0.98105 1.52573 -0.421
C 0.65564 0.36118 0.10230 -0.510
S -0.37310 -1.11591 -0.30673 0.061
S -1.95378 -0.15062 -1.37867 0.085
C -1.47255 -0.62389 -3.03937 -0.774
H 0.21642 -0.85384 2.64348 0.215
H 1.88406 -0.57015 2.14648 0.197
H 1.15159 0.34524 3.53167 0.211
H -0.58540 1.02858 1.65965 0.217
H 1.15331 1.84242 1.46644 0.214
H 0.45653 1.09403 -0.67130 0.224
H 1.67335 -0.04238 -0.04703 0.206
H -1.14079 0.28827 -3.52153 0.220
H -0.75240 -1.41475 -3.23125 0.244
H -2.39937 -1.08262 -3.41640 0.227
```


No. 3
Computed, not measured: the molecule C4H10S2, with the ωB97M-V functional and the def2-TZVPD basis.

F_max, eV Å⁻¹: 1.60
Total charge: 0
2S+1: 1
E_HOMO, eV: -8.833
Relative energy (zero: lowest compared OMol25 entry of this formula, charge and spin), eV: 0.352
E_tot, hartree: -954.7706

```
16
Properties=species:S:1:pos:R:3:nbo_charge:R:1
C 0.49504 -0.62456 2.52895 -0.615
C 0.19699 -1.48688 1.29046 -0.404
C -1.03765 -1.13015 0.41918 -0.534
S -1.06339 0.62234 -0.06488 0.073
S 0.86097 0.95677 -0.80090 0.058
C 0.58483 0.42963 -2.56911 -0.716
H 0.52541 0.43409 2.29770 0.217
H -0.31495 -0.80119 3.23423 0.201
H 1.41936 -1.02787 2.93368 0.214
H 1.09294 -1.72441 0.72381 0.211
H -0.13690 -2.47359 1.65000 0.198
H -1.04330 -1.73337 -0.48780 0.213
H -1.94301 -1.35125 0.97913 0.224
H -0.11706 1.14650 -2.97857 0.222
H 1.56224 0.55459 -3.03501 0.220
H 0.24778 -0.59617 -2.65881 0.216
```


No. 4
Computed, not measured: the molecule C4H10S2Si, with the ωB97M-V functional and the def2-TZVPD basis.

F_max, eV Å⁻¹: 2.23
Total charge: 0
2S+1: 1
E_HOMO, eV: -8.462
Relative energy (zero: lowest compared OMol25 entry of this formula, charge and spin), eV: 0.000
E_tot, hartree: -1244.2859

```
17
Properties=species:S:1:pos:R:3:nbo_charge:R:1
C -0.51501 2.08281 0.67665 -1.160
Si -0.16739 0.40255 -0.05349 1.522
C 0.70657 -0.84197 1.02899 -1.123
C 0.63387 0.43776 -1.77277 -1.130
S -2.19772 -0.47928 -0.40416 -0.091
C -3.39827 0.64713 0.15333 -0.457
S -5.01332 0.27984 0.41660 -0.015
H -0.83397 2.91079 -0.07161 0.261
H -1.33867 1.98999 1.45096 0.253
H 0.45258 2.41544 1.13576 0.249
H 0.64976 -1.76002 0.46320 0.249
H 1.70837 -0.52977 1.23651 0.243
H 0.17567 -1.14545 1.92342 0.259
H 1.40340 1.21327 -1.84789 0.245
H 1.23952 -0.52522 -1.74092 0.238
H -0.07585 0.37209 -2.66084 0.267
H -3.05005 1.65730 0.31810 0.192
```


No. 5
Computed, not measured: a structure of composition C4H10SSi, with the ωB97M-V functional and the def2-TZVPD basis.

F_max, eV Å⁻¹: 4.26
Total charge: 0
2S+1: 1
E_HOMO, eV: -8.235
Relative energy (zero: lowest compared OMol25 entry of this formula, charge and spin), eV: 1.833
E_tot, hartree: -846.0228

```
16
Properties=species:S:1:pos:R:3:nbo_charge:R:1
C 1.18022 -0.57214 1.29365 -1.037
C 1.28235 0.18315 -1.24057 -0.777
C -1.53673 -1.35541 -0.26091 -1.056
C -0.81241 1.81628 0.14746 -1.085
Si -0.14010 -0.00472 0.00822 1.563
S 2.64649 0.14213 0.56970 0.063
H 1.23190 -0.38416 2.39452 0.247
H 1.13253 -1.72480 1.36370 0.223
H 1.76578 -0.73053 -1.53414 0.220
H 1.60952 0.96044 -1.84169 0.211
H -2.23437 -0.80787 -0.80115 0.230
H -1.22627 -2.09994 -0.90781 0.236
H -1.79221 -1.84646 0.64963 0.245
H -0.11374 2.63462 -0.18278 0.256
H -1.60210 1.84330 -0.68549 0.226
H -1.39083 1.94608 1.02767 0.236
```


No. 6
Computed, not measured: a cluster of 2 separate species, C4H10SSi in total, with the ωB97M-V functional and the def2-TZVPD basis.

F_max, eV Å⁻¹: 3.50
Total charge: 0
2S+1: 1
E_HOMO, eV: -8.401
Relative energy (zero: lowest compared OMol25 entry of this formula, charge and spin), eV: 1.513
E_tot, hartree: -846.0345

```
16
Properties=species:S:1:pos:R:3:nbo_charge:R:1
C 2.11133 0.84859 2.28775 -1.158
Si 0.85931 0.33294 0.93884 1.457
C 1.14520 1.50771 -0.50208 -1.206
S -0.47898 -1.17876 1.14625 -0.652
H 3.10731 0.95454 1.77808 0.248
H 1.94703 1.84927 2.78010 0.258
H 2.06423 0.13248 3.07557 0.255
H 2.03136 1.29234 -1.14166 0.272
H 0.43982 1.25085 -1.43063 0.270
H 1.11737 2.51548 -0.07947 0.256
C -2.80095 -1.85244 -1.02665 -0.361
C -1.99164 -1.41122 -2.00851 -0.392
H -3.31379 -1.02533 -0.47729 0.193
H -3.10614 -2.89044 -0.82082 0.197
H -1.31190 -1.95489 -2.55027 0.185
H -1.81956 -0.37112 -1.96921 0.178
```


No. 7
Computed, not measured: a structure of composition C4H10SSi, with the ωB97M-V functional and the def2-TZVPD basis.

F_max, eV Å⁻¹: 1.48
Total charge: 0
2S+1: 1
E_HOMO, eV: -8.791
Relative energy (zero: lowest compared OMol25 entry of this formula, charge and spin), eV: 0.411
E_tot, hartree: -846.0750

```
16
Properties=species:S:1:pos:R:3:nbo_charge:R:1
C 0.55121 0.24020 -1.29902 -0.398
C 0.59152 -0.93054 -0.30975 -0.401
C -0.71328 1.06717 -1.02761 -0.916
C -0.77595 -1.61888 -0.32838 -0.912
Si -2.02865 -0.18778 -0.45626 1.435
S -3.97585 -0.03578 -0.06863 -0.642
H 1.44927 0.85436 -1.20677 0.214
H 0.52104 -0.15533 -2.31704 0.198
H 1.39245 -1.62626 -0.56539 0.215
H 0.79376 -0.54501 0.69413 0.200
H -0.52497 1.79018 -0.23126 0.251
H -1.01050 1.64017 -1.90533 0.255
H -0.85081 -2.26634 -1.20648 0.248
H -0.92243 -2.25600 0.54283 0.254
H -0.11033 1.03857 2.94946 0.005
H 0.53826 1.34811 2.65180 -0.005
```


No. 8
Computed, not measured: a structure of composition C4H11AlO3, with the ωB97M-V functional and the def2-TZVPD basis.

F_max, eV Å⁻¹: 1.56
Total charge: 0
2S+1: 1
E_HOMO, eV: -8.504
Relative energy (zero: lowest compared OMol25 entry of this formula, charge and spin), eV: 0.000
E_tot, hartree: -627.1322

```
19
Properties=species:S:1:pos:R:3:nbo_charge:R:1
C -2.35018 -0.66069 0.70925 -0.254
H -3.09654 -1.13499 0.06016 0.198
H -2.77555 -0.56838 1.72315 0.161
H -2.11578 0.35510 0.35163 0.167
O 0.21707 0.69119 -3.31970 -1.329
Al 0.91637 -0.29255 -4.49932 0.834
H 0.07017 1.65160 -3.44070 0.499
O -1.20480 -1.52272 0.73044 -0.532
C 1.80020 0.92556 -0.58290 -0.246
O 1.30658 -0.21818 0.06392 -0.539
C 0.61350 0.04648 1.25466 -0.088
C -0.19610 -1.17235 1.65026 -0.076
H 1.95642 0.65987 -1.63633 0.206
H 1.06433 1.74727 -0.63463 0.157
H 2.66329 1.32512 -0.02215 0.160
H -0.04732 0.92834 1.16404 0.161
H 1.33723 0.27188 2.06021 0.165
H -0.63179 -0.99146 2.64870 0.159
H 0.47289 -2.04110 1.71930 0.197
```


No. 9
Computed, not measured: a structure of composition C4H11BClF4IrOs, with the ωB97M-V functional and the def2-TZVPD basis.

F_max, eV Å⁻¹: 9.28
Total charge: 0
2S+1: 9
E_HOMO (alpha / beta), eV: -7.530 / -10.419
Relative energy (zero: lowest compared OMol25 entry of this formula, charge and spin), eV: 0.558
E_tot, hartree: -1238.2612
<S²>: 20.03

```
23
Properties=species:S:1:pos:R:3:nbo_charge:R:1
Ir 0.54529 0.75620 -3.80407 1.009
Cl 1.46724 2.50356 -2.38430 -0.335
C -0.94361 -0.06758 -4.73403 -0.981
C 2.03162 -0.51639 -3.71137 -1.095
H -0.57822 -0.99645 -5.20488 0.233
H -1.71810 -0.31554 -3.99696 0.227
H -1.32800 0.62297 -5.50532 0.231
H 1.73054 -1.41118 -4.27440 0.251
H 2.30404 -0.80629 -2.67299 0.218
H 2.89862 -0.06441 -4.21577 0.277
Os 0.59700 0.39354 -1.54075 1.248
C -1.09653 1.06205 -0.71289 -0.864
C -0.20271 -1.23067 -1.77790 -0.733
H -2.00759 0.75122 -1.24868 0.224
H -1.08214 0.65013 0.31634 0.261
H -1.00901 2.16775 -0.62805 0.249
H 0.36079 -2.11163 -2.12681 0.206
H -1.27565 -1.37323 -1.57950 0.209
F 1.29067 0.89866 0.35772 -0.683
B 2.27700 1.63406 1.69208 1.437
F 2.40889 2.91884 1.26756 -0.531
F 1.40345 1.40182 2.69926 -0.528
F 3.37531 0.84146 1.59002 -0.531
```


No. 10
Computed, not measured: the molecule C4H11BO2, with the ωB97M-V functional and the def2-TZVPD basis.

F_max, eV Å⁻¹: 3.45
Total charge: 0
2S+1: 1
E_HOMO, eV: -9.560
Relative energy (zero: lowest compared OMol25 entry of this formula, charge and spin), eV: 3.603
E_tot, hartree: -334.3066

```
18
Properties=species:S:1:pos:R:3:nbo_charge:R:1
B -0.39442 -0.34847 0.03194 0.460
C -0.86869 0.00519 -1.47611 -0.918
C -1.50679 0.01887 1.31739 -0.862
C 1.77217 1.41881 0.22473 -0.722
C 1.13229 0.07547 0.19911 0.405
O -0.24356 -1.98564 0.17570 -0.847
O 1.94322 -0.87110 0.21476 -0.625
H -1.87361 -0.11604 -1.79148 0.230
H -0.16460 -0.35491 -2.20589 0.211
H -0.93864 1.14104 -1.70385 0.229
H -2.53210 -0.47833 1.14539 0.221
H -1.47100 1.19398 1.26536 0.212
H -1.04219 -0.41383 2.17196 0.209
H 2.34514 1.54402 1.17929 0.252
H 2.57561 1.42682 -0.65695 0.254
H 0.98683 2.28637 0.18375 0.229
H 0.87136 -1.94953 0.29611 0.536
H -0.59102 -2.59271 -0.57121 0.528
```


No. 11
Computed, not measured: a structure of composition C4H11BrNNa2O, with the ωB97M-V functional and the def2-TZVPD basis.

F_max, eV Å⁻¹: 2.50
Total charge: +1
2S+1: 1
E_HOMO, eV: -12.384
Relative energy (zero: lowest compared OMol25 entry of this formula, charge and spin), eV: 0.509
E_tot, hartree: -3187.4548

```
20
Properties=species:S:1:pos:R:3:nbo_charge:R:1
Na 5.42615 1.17960 -1.34386 0.960
Na 2.00328 -0.09238 -2.28162 0.941
Br 3.07872 2.61059 -2.32102 -0.913
C -0.60077 -1.92031 -0.33817 -0.605
C -0.31335 -1.07703 0.97527 -0.052
C -0.86021 0.35032 0.66214 -0.064
O -0.07823 0.83810 -0.40982 -0.592
C -0.42108 2.16316 -0.76503 -0.263
N -1.08505 -1.54120 2.16887 -0.830
H -0.41570 -2.98551 -0.19962 0.217
H 0.00998 -1.58485 -1.17635 0.159
H -1.65925 -1.86813 -0.59313 0.226
H 0.77227 -1.12246 1.06163 0.158
H -0.65444 1.00376 1.50995 0.178
H -1.91751 0.27199 0.40900 0.192
H -0.54848 2.79846 0.11148 0.188
H -1.37100 2.14035 -1.29909 0.171
H 0.20885 2.50274 -1.58719 0.206
H -0.58496 -1.16246 2.96043 0.355
H -0.98921 -2.50474 2.45611 0.368
```


No. 12
Computed, not measured: a structure of composition C4H11BrNOV, with the ωB97M-V functional and the def2-TZVPD basis.

F_max, eV Å⁻¹: 2.86
Total charge: +1
2S+1: 4
E_HOMO (alpha / beta), eV: -11.522 / -11.522
Relative energy (zero: lowest compared OMol25 entry of this formula, charge and spin), eV: 0.242
E_tot, hartree: -3806.6243
<S²>: 3.79

```
19
Properties=species:S:1:pos:R:3:nbo_charge:R:1
V 6.15328 -1.36148 0.46663 1.532
Br 4.51899 0.26543 -0.76194 -0.529
C 0.66374 -1.14807 0.35193 -0.631
C 0.01206 -0.36726 -0.80028 -0.065
C -1.12242 0.53914 -0.30348 -0.061
O -1.84550 -0.03609 0.73116 -0.542
C -2.83129 0.80956 1.27188 -0.247
N 0.97866 0.46255 -1.53956 -0.807
H 1.18928 -0.48187 1.04075 0.188
H 1.37105 -1.90190 0.00130 0.187
H -0.14106 -1.64949 0.89520 0.241
H -0.41968 -1.09346 -1.49079 0.189
H -1.74522 0.78600 -1.17260 0.178
H -0.61740 1.47135 0.00188 0.155
H -3.58664 1.04897 0.50630 0.169
H -2.46424 1.76920 1.64687 0.170
H -3.33883 0.22892 2.03792 0.198
H 1.62853 0.83897 -0.84807 0.330
H 1.59669 -0.18046 -2.03511 0.344
```


No. 13
Computed, not measured: the molecule C4H11Cl2OPSi, with the ωB97M-V functional and the def2-TZVPD basis.

F_max, eV Å⁻¹: 3.49
Total charge: 0
2S+1: 1
E_HOMO, eV: -9.028
Relative energy (zero: lowest compared OMol25 entry of this formula, charge and spin), eV: 1.045
E_tot, hartree: -1785.5360

```
20
Properties=species:S:1:pos:R:3:nbo_charge:R:1
C 2.40205 -0.49610 -3.17152 -1.050
P 1.73181 0.61427 -2.10614 1.662
Cl 3.10485 0.68901 -0.68044 -0.228
Cl 0.95821 2.76016 -2.29404 -0.397
O 0.35824 0.13961 -1.44546 -1.142
Si -0.25819 0.40851 0.06792 1.876
C -2.09932 0.14815 -0.27239 -1.123
C 0.36991 -1.18240 0.84969 -1.123
C -0.09035 2.16153 0.71660 -1.173
H 1.73028 -0.67829 -3.94911 0.226
H 3.44708 -0.23900 -3.54728 0.257
H -2.75480 0.10919 0.52311 0.233
H -2.38304 1.10416 -0.81377 0.232
H -2.26987 -0.64966 -1.00464 0.242
H -0.33100 -1.43035 1.71752 0.235
H 0.40699 -1.97494 0.16059 0.249
H 1.34319 -1.10454 1.28529 0.238
H -0.76644 2.93108 0.21600 0.270
H -0.54866 2.41808 1.65415 0.260
H 0.90536 2.56054 0.58613 0.255
```


No. 14
Computed, not measured: a structure of composition C4H11Cl5HfN2O25, with the ωB97M-V functional and the def2-TZVPD basis.

F_max, eV Å⁻¹: 4.89
Total charge: -2
2S+1: 1
E_HOMO, eV: -4.628
Relative energy (zero: lowest compared OMol25 entry of this formula, charge and spin), eV: 1.542
E_tot, hartree: -4497.1416

```
48
Properties=species:S:1:pos:R:3:nbo_charge:R:1
Hf 26.90270 10.90899 -11.22492 2.567
Cl 29.60391 11.16030 -14.15932 2.553
O 28.58089 11.21784 -13.09718 -0.946
O 29.23400 10.23646 -15.18092 -0.786
O 29.77113 12.53116 -14.53947 -0.813
O 30.81883 10.64166 -13.51773 -0.839
Cl 25.07748 12.19789 -13.78660 2.573
O 23.79195 12.70666 -13.48955 -0.829
O 25.26409 10.91181 -13.11635 -0.891
O 25.33671 12.02483 -15.18812 -0.778
O 26.04066 13.06652 -13.16509 -0.841
Cl 28.40049 14.41569 -9.94244 2.572
O 27.29566 15.02723 -9.22683 -0.881
O 29.41574 14.04233 -9.00233 -0.825
O 27.84141 13.29656 -10.70327 -0.908
O 28.93717 15.30359 -10.91651 -0.820
Cl 26.29261 7.65466 -13.40730 2.596
O 24.90383 7.70023 -13.09194 -0.848
O 27.03739 8.53925 -12.52428 -0.907
O 26.89035 6.36308 -13.28441 -0.847
O 26.49789 8.11108 -14.72936 -0.845
Cl 29.68388 9.10129 -9.67652 2.559
O 29.33408 10.36384 -10.34103 -0.894
O 30.20668 8.16325 -10.63057 -0.779
O 30.64043 9.40193 -8.65653 -0.843
O 28.45740 8.67998 -9.05612 -0.859
C 23.23281 9.16412 -9.19570 -0.616
C 24.67204 8.69849 -9.42019 -0.023
O 25.42924 9.59077 -10.15202 -0.896
H 22.66782 9.19357 -10.12516 0.221
H 23.15525 10.09681 -8.63026 0.185
H 22.76076 8.45079 -8.51061 0.187
H 24.55197 7.73521 -9.92482 0.180
H 25.08279 8.50664 -8.42188 0.136
C 27.16834 10.82697 -6.49990 -0.476
N 26.75022 11.66896 -7.66291 0.579
O 27.02022 11.37188 -8.79875 -0.391
O 26.20842 12.70254 -7.37188 -0.351
H 26.43858 10.02592 -6.39699 0.238
H 27.09768 11.39885 -5.58168 0.227
H 28.17553 10.49988 -6.74794 0.268
C 24.15885 14.28366 -9.33165 -0.492
N 24.01970 12.97019 -10.08329 0.584
O 22.89294 12.60317 -10.25202 -0.326
O 24.99270 12.38699 -10.49041 -0.415
H 25.06576 14.17622 -8.73836 0.273
H 23.33339 14.40963 -8.64038 0.215
H 24.29392 15.09146 -10.04351 0.251
```